1.
24
Properties=species:S:1:pos:R:3:forces:R:3:nbo_charge:R:1 method="wB97M-V/def2-TZVPD" de_lowest_ev=6.693 multiplicity=1 e_tot_ha=-442.63524 charge=0
C -1.451 -0.270 -0.059 -0.6 -1.1 0.8 0.49
C -1.534 -1.044 -1.359 0.4 0.2 0.0 -0.69
C -2.427 0.862 0.106 0.3 0.2 0.0 -0.68
O -1.202 -0.957 1.047 0.2 0.8 -0.7 -0.69
H -0.180 -1.319 0.933 0.5 -0.1 -0.4 0.51
H -0.204 0.354 -0.289 0.9 0.1 0.0 0.10
H -0.727 -1.771 -1.414 0.0 0.0 0.0 0.25
H -1.482 -0.373 -2.218 0.0 0.0 0.0 0.22
H -2.494 -1.570 -1.390 0.0 0.1 0.1 0.24
H -2.238 1.398 1.035 0.0 0.0 0.0 0.24
H -3.443 0.456 0.146 0.1 -0.1 0.0 0.24
H -2.370 1.551 -0.736 0.0 0.0 0.0 0.23
C 1.229 1.392 1.083 0.0 -0.1 0.2 -0.70
C 0.997 0.703 -0.209 -0.9 0.4 -0.4 0.17
N 2.188 -1.479 1.240 0.0 0.2 0.2 -0.54
C 1.598 0.872 -1.381 -0.1 0.0 0.1 -0.53
O 1.108 -1.399 0.348 -0.7 -0.2 0.3 -0.67
H 1.993 -2.222 1.908 0.1 0.0 -0.2 0.33
H 3.000 -1.752 0.691 -0.1 -0.1 0.0 0.33
H 1.941 2.208 0.945 -0.1 0.0 0.0 0.23
H 0.302 1.786 1.503 0.0 0.1 -0.1 0.21
H 1.657 0.689 1.801 0.0 0.0 -0.1 0.27
H 1.347 0.282 -2.252 -0.1 0.0 0.0 0.21
H 2.392 1.604 -1.481 0.1 -0.1 0.1 0.22

***

2.
53
Properties=species:S:1:pos:R:3:forces:R:3:nbo_charge:R:1 method="wB97M-V/def2-TZVPD" multiplicity=1 e_tot_ha=-1986.16478 charge=-1
Ag -2.757 -1.968 -1.057 -0.3 0.6 -0.2 0.83
O -1.668 -3.993 -1.034 -0.3 -0.5 -0.4 -0.78
C -0.740 -3.277 -0.581 0.5 -0.4 0.3 0.74
O -0.842 -2.532 0.416 0.3 0.1 0.4 -0.76
C 0.509 -3.133 -1.417 -0.1 0.2 0.0 -0.22
C 1.639 -3.882 -1.401 0.0 -0.1 0.0 -0.14
C 2.725 -3.547 -2.247 -1.0 0.8 -0.1 -0.08
C 2.659 -2.426 -3.057 0.3 -0.1 0.0 -0.11
C 1.540 -1.616 -3.033 -0.2 -1.0 0.7 -0.15
C 0.366 -1.972 -2.276 0.4 0.1 -0.4 0.54
O -0.713 -1.347 -2.374 -0.3 0.0 0.1 -0.76
N 1.552 -0.422 -3.788 0.1 0.6 -0.5 0.53
O 2.286 -0.352 -4.765 0.1 0.0 -0.2 -0.42
O 0.856 0.511 -3.417 0.0 0.2 -0.1 -0.41
N 3.897 -4.326 -2.241 0.7 -0.4 -0.1 0.53
O 3.953 -5.298 -1.499 0.0 -0.1 0.1 -0.43
O 4.822 -3.996 -2.975 0.2 -0.1 -0.1 -0.43
H 1.747 -4.745 -0.761 -0.1 0.0 0.1 0.24
H 3.496 -2.176 -3.692 0.0 0.1 0.0 0.26
C 2.959 -0.630 1.601 0.1 -0.1 0.0 -0.22
C 1.863 -0.682 2.446 0.0 0.0 0.1 -0.23
C 0.608 -0.332 1.981 -0.1 0.0 0.1 -0.15
C 0.443 0.100 0.675 -0.3 -0.1 -0.2 -0.35
C 1.543 0.160 -0.163 0.0 0.1 -0.1 -0.25
C 2.798 -0.209 0.293 0.2 0.0 0.0 -0.20
Sb -1.515 0.445 -0.116 -0.2 0.4 0.6 1.14
C -1.172 2.575 -0.461 -0.3 -0.5 0.0 -0.24
C -0.248 2.960 -1.424 0.1 -0.1 -0.1 -0.27
C 0.042 4.299 -1.627 0.1 0.1 -0.1 -0.20
C -0.600 5.273 -0.882 0.0 0.1 0.0 -0.22
C -1.551 4.899 0.051 -0.1 0.2 0.1 -0.22
C -1.841 3.559 0.252 -0.2 0.0 0.1 -0.27
C -2.492 0.666 1.817 0.3 0.0 -0.5 -0.38
C -2.011 1.516 2.803 0.1 0.1 0.0 -0.17
C -2.633 1.587 4.036 0.1 0.1 0.1 -0.25
C -3.742 0.801 4.303 -0.1 -0.1 0.0 -0.20
C -4.228 -0.054 3.328 -0.1 0.0 0.1 -0.22
C -3.603 -0.116 2.094 0.0 -0.2 -0.3 -0.22
H 3.931 -0.945 1.955 0.1 0.0 0.0 0.20
H 1.988 -1.024 3.466 0.0 0.0 0.0 0.20
H -0.253 -0.430 2.628 0.0 0.0 0.1 0.21
H 1.414 0.475 -1.186 0.1 0.0 -0.2 0.23
H 3.649 -0.190 -0.376 0.0 0.0 -0.1 0.21
H 0.239 2.216 -2.037 0.1 0.0 0.0 0.24
H 0.776 4.585 -2.368 0.0 0.0 -0.1 0.21
H -0.373 6.320 -1.040 0.0 0.0 0.0 0.20
H -2.063 5.656 0.631 -0.1 0.0 0.0 0.20
H -2.595 3.284 0.979 0.0 0.0 0.0 0.21
H -1.132 2.117 2.601 0.0 0.0 0.1 0.21
H -2.250 2.251 4.797 0.1 0.1 0.1 0.21
H -4.219 0.845 5.272 0.0 0.0 0.1 0.20
H -5.089 -0.674 3.537 -0.1 -0.1 0.0 0.21
H -3.973 -0.806 1.332 0.0 0.1 0.2 0.20

***

3.
8
Properties=species:S:1:pos:R:3:forces:R:3:nbo_charge:R:1 method="wB97M-V/def2-TZVPD" de_lowest_ev=1.273 multiplicity=1 e_tot_ha=-333.50103 charge=0 smiles=Oc1nnn[nH]1
O -0.672 0.475 -1.661 0.2 -0.4 0.3 -0.62
C -0.407 0.182 -0.387 0.1 -0.4 0.4 0.60
N -0.946 0.826 0.600 -0.1 -0.1 -0.4 -0.34
N -0.438 0.270 1.736 0.3 0.6 0.3 -0.03
N 0.446 -0.581 1.476 -0.3 0.4 0.9 -0.06
N 0.547 -0.710 0.106 -0.5 0.6 0.4 -0.48
H -0.130 -0.052 -2.257 0.1 0.0 0.0 0.50
H 0.539 -1.716 0.154 0.2 -0.7 -1.9 0.43